{
  "formula": "C4H16NO2",
  "method": "wB97M-V/def2-TZVPD",
  "elements": ["C", "C", "N", "C", "C", "H", "H", "H", "H", "H", "H", "H", "H", "H", "H", "H", "H", "H", "H", "O", "H", "H", "O"],
  "positions_angstrom": [[-1.178, -1.707, -2.005], [-0.463, -0.617, -1.171], [-0.516, -1.081, 0.270], [0.339, -2.219, 0.685], [-1.130, 0.735, -1.317], [-0.919, -2.692, -1.622], [-2.245, -1.512, -1.930], [-0.882, -1.608, -3.047], [0.587, -0.519, -1.437], [-1.476, -1.065, 0.594], [-0.213, -0.271, 0.859], [-0.285, -3.069, 0.924], [0.946, -1.899, 1.526], [1.022, -2.520, -0.108], [-0.997, 1.398, -0.466], [-0.656, 1.228, -2.170], [-2.169, 0.733, -1.649], [-0.092, 1.392, 2.723], [0.684, 1.856, 1.418], [0.098, 1.179, 1.805], [3.292, 2.851, 0.973], [2.141, 3.797, 1.313], [2.341, 2.883, 1.094]],
  "forces_ev_per_a": [[0.65, 0.89, 0.29], [-0.94, -0.91, -0.29], [0.77, 2.16, 0.57], [-0.08, -0.45, -0.15], [0.23, 0.70, -0.88], [-0.10, -0.13, -0.28], [-0.14, -0.33, -0.02], [-0.06, -0.18, -0.01], [0.12, -0.24, 0.25], [-0.54, -1.05, -0.22], [0.37, 0.09, -0.30], [0.01, -0.17, 0.23], [-0.15, -0.13, 0.18], [-0.19, 0.24, -0.18], [-0.05, -0.06, 0.10], [0.22, 0.08, 0.13], [-0.17, -0.44, 0.57], [0.19, 0.21, -0.03], [0.19, -0.13, 0.50], [-0.14, -0.21, -0.45], [0.19, -0.08, -0.02], [0.09, 0.13, -0.02], [-0.47, 0.01, 0.03]],
  "multiplicity": 1,
  "molar_mass_g_mol": 110.18,
  "total_charge": 1,
  "total_energy_ev": -9986.8183,
  "e_above_lowest_kcal_mol": 13.0
}

=====

{
  "formula": "C4H7N3",
  "method": "wB97M-V/def2-TZVPD",
  "elements": ["H", "N", "N", "C", "C", "N", "C", "C", "H", "H", "H", "H", "H", "H"],
  "positions_angstrom": [[-2.262, -2.237, -0.021], [-2.343, -1.132, 0.082], [-1.301, -0.595, -0.284], [-1.202, 0.841, -0.319], [-0.025, 1.379, 0.390], [1.111, 0.825, -0.361], [1.594, -0.268, -0.117], [2.353, -1.272, 0.116], [-2.160, 1.406, -0.245], [-1.168, 1.047, -1.454], [0.134, 2.359, 0.251], [0.120, 1.096, 1.409], [3.199, -1.241, 0.630], [1.950, -2.207, -0.076]],
  "forces_ev_per_a": [[0.30, 2.52, 0.22], [-0.41, -1.14, -0.30], [0.58, -1.56, 0.29], [-3.19, 1.19, -2.81], [1.56, -3.32, -0.73], [0.43, -1.00, -0.53], [-0.12, 2.80, -0.02], [-2.38, -0.87, -1.21], [0.22, -0.58, 1.41], [1.06, -0.38, 1.39], [-0.33, 3.81, -0.10], [-0.61, -0.14, 0.94], [3.45, 0.51, 2.12], [-0.53, -1.83, -0.67]],
  "multiplicity": 1,
  "molar_mass_g_mol": 97.12,
  "total_charge": 0,
  "total_energy_ev": -8727.6222,
  "e_above_lowest_kcal_mol": 93.6,
  "smiles": "[H]/N=N/CCN=C=C"
}

=====

{
  "formula": "C3H7NO",
  "method": "wB97M-V/def2-TZVPD",
  "elements": ["C", "C", "N", "C", "O", "H", "H", "H", "H", "H", "H", "H"],
  "positions_angstrom": [[-0.586, -0.671, 1.446], [0.932, -0.493, -0.484], [0.430, 0.747, -0.813], [-0.011, 1.519, 0.175], [0.113, 1.056, 1.354], [0.105, -1.463, 1.714], [-1.295, -0.963, 0.676], [-1.088, -0.258, 2.317], [1.080, -1.150, -1.336], [1.712, -0.479, 0.267], [0.153, 0.958, -1.761], [-0.575, 2.421, -0.062]],
  "forces_ev_per_a": [[-0.16, -0.12, 0.22], [0.23, 0.06, -0.18], [-0.14, 0.02, 0.12], [-0.04, -0.03, -0.06], [0.02, -0.01, -0.18], [-0.04, 0.15, -0.08], [0.12, 0.09, 0.05], [0.08, -0.03, -0.12], [-0.02, 0.06, 0.10], [-0.16, -0.05, -0.01], [0.04, 0.00, 0.10], [0.08, -0.13, 0.03]],
  "multiplicity": 1,
  "molar_mass_g_mol": 73.09,
  "total_charge": 0,
  "total_energy_ev": -6757.8362,
  "e_above_lowest_kcal_mol": 113.3
}

=====

{
  "formula": "C2H3NS",
  "method": "wB97M-V/def2-TZVPD",
  "elements": ["C", "C", "N", "S", "H", "H", "H"],
  "positions_angstrom": [[-0.311, -0.492, 0.023], [-1.611, -0.227, -0.054], [0.898, 0.313, 0.040], [2.603, 0.032, -0.013], [-0.023, -1.539, 0.069], [-2.257, 0.615, 0.028], [0.700, 1.298, -0.092]],
  "forces_ev_per_a": [[3.13, -0.54, 0.01], [0.14, 0.33, 0.46], [-0.38, -0.37, -0.59], [-2.86, -0.15, 0.26], [0.27, -0.10, -0.09], [-0.15, 0.68, -0.25], [-0.15, 0.15, 0.20]],
  "multiplicity": 1,
  "molar_mass_g_mol": 73.12,
  "total_charge": 0,
  "total_energy_ev": -14442.1967,
  "e_above_lowest_kcal_mol": 121.6
}